{
  "formula": "C41H72O17S2",
  "method": "ωB97M-V/def2-TZVPD",
  "e_lumo_ha": 0.006,
  "homo_lumo_gap_ev": 9.260,
  "species": ["C", "O", "C", "C", "C", "C", "C", "C", "C", "C", "C", "C", "C", "C", "C", "C", "C", "C", "C", "S", "O", "O", "O", "C", "C", "O", "S", "O", "O", "C", "H", "H", "H", "H", "H", "H", "H", "H", "H", "H", "H", "H", "H", "H", "H", "H", "H", "H", "H", "H", "H", "H", "H", "H", "H", "H", "H", "H", "H", "H", "H", "H", "H", "H", "H", "H", "H", "H", "H", "H", "H", "H", "O", "C", "O", "C", "C", "C", "H", "H", "H", "H", "H", "H", "O", "C", "O", "C", "C", "C", "H", "H", "H", "H", "H", "H", "O", "C", "O", "C", "C", "C", "H", "H", "H", "H", "H", "H", "O", "C", "O", "C", "C", "C", "H", "H", "H", "H", "H", "H", "O", "C", "O", "C", "C", "C", "H", "H", "H", "H", "H", "H"],
  "positions_angstrom": [[-1.4936, 2.7642, -4.6158], [-2.4497, 2.1677, -5.4746], [-1.8452, 1.2645, -6.4029], [-2.0639, -0.1670, -5.9217], [-0.9500, -0.6340, -4.9474], [-0.8613, -2.1676, -4.9274], [-1.4319, -2.7891, -3.6431], [-0.3767, -2.8293, -2.5104], [-0.9487, -2.3881, -1.1659], [-1.4765, -0.9508, -1.1687], [-1.5910, -0.5246, 0.2872], [-2.0268, 0.9116, 0.5311], [-1.0711, 1.9773, -0.0651], [-0.6244, 2.9727, 1.0308], [0.6738, 2.6189, 1.8037], [1.7460, 3.7356, 1.8310], [1.9971, 4.5411, 0.5433], [2.0846, 3.7360, -0.7556], [3.5522, 3.3676, -0.9720], [3.8281, 2.3851, -2.4358], [2.7108, 2.5304, -3.2848], [5.0802, 2.7253, -2.9947], [3.8757, 0.8855, -1.9021], [0.2970, 2.4103, 3.2962], [0.0409, 0.9533, 3.6324], [1.3105, 0.3147, 3.8848], [2.2942, 0.4298, 2.6282], [2.4873, -0.8763, 2.1069], [3.5264, 1.0679, 2.9507], [1.3438, 1.3011, 1.3687], [-1.1048, 3.6808, -5.0588], [-1.9808, 2.9810, -3.6694], [-0.6496, 2.1188, -4.4143], [-0.7885, 1.4733, -6.5448], [-2.3260, 1.3532, -7.3786], [-2.0746, -0.8512, -6.7632], [-2.9990, -0.2286, -5.3764], [-0.0130, -0.2482, -5.3396], [-1.1030, -0.2261, -3.9575], [0.1884, -2.4421, -4.9486], [-1.3020, -2.6182, -5.8097], [-1.6671, -3.8247, -3.8609], [-2.3388, -2.2863, -3.3310], [0.0026, -3.8394, -2.4326], [0.4661, -2.1766, -2.7246], [-1.7142, -3.0917, -0.8525], [-0.2074, -2.4077, -0.3730], [-2.4914, -0.9642, -1.5486], [-0.8262, -0.3171, -1.7602], [-0.6935, -0.7700, 0.8489], [-2.3623, -1.1644, 0.7117], [-3.0279, 1.0756, 0.1499], [-2.1198, 1.0282, 1.6077], [-0.2547, 1.5010, -0.5940], [-1.6350, 2.5349, -0.8017], [-1.4409, 3.0014, 1.7389], [-0.6204, 3.9629, 0.5966], [1.4021, 4.4483, 2.5770], [2.7011, 3.3647, 2.1910], [1.2872, 5.3465, 0.4512], [2.9592, 5.0329, 0.6656], [1.4365, 2.8777, -0.7945], [1.7961, 4.3808, -1.5755], [3.9651, 2.8915, -0.0878], [4.1061, 4.2807, -1.1330], [4.8024, 0.7463, -1.6303], [1.1744, 2.6926, 3.8717], [-0.4895, 3.0772, 3.6254], [-0.5152, 0.4154, 2.8704], [-0.5348, 0.8823, 4.5428], [0.6618, 0.5356, 1.0276], [2.0781, 1.4257, 0.5869], [-3.6527, 1.5467, -9.5417], [-4.7629, 1.6046, -9.1058], [-5.8448, 1.0810, -9.7357], [-7.0424, 1.4180, -9.0099], [-6.5781, 1.7135, -7.5890], [-5.1847, 2.2879, -7.8313], [-7.5025, 2.2862, -9.4868], [-7.7351, 0.5814, -9.0620], [-7.2462, 2.3770, -7.0435], [-6.4985, 0.7825, -7.0258], [-5.2115, 3.3650, -8.0020], [-4.4967, 2.0501, -7.0241], [-1.3936, -5.0886, 1.3723], [-0.2898, -5.3798, 1.0129], [0.2031, -5.0224, -0.1967], [1.5086, -5.5987, -0.3920], [2.0286, -5.8821, 1.0114], [0.7407, -6.1936, 1.7694], [1.4003, -6.5040, -0.9940], [2.1330, -4.8899, -0.9313], [2.7694, -6.6774, 1.0468], [2.4861, -4.9824, 1.4235], [0.4722, -7.2491, 1.7047], [0.7916, -5.8811, 2.8080], [2.5845, -4.0658, 8.2379], [2.8862, -2.9789, 7.8399], [3.2932, -1.9813, 8.6652], [3.4815, -0.7658, 7.9157], [3.6974, -1.2140, 6.4787], [2.8481, -2.4800, 6.4082], [2.5864, -0.1495, 8.0291], [4.3326, -0.2242, 8.3212], [3.4259, -0.4569, 5.7457], [4.7469, -1.4681, 6.3253], [1.8126, -2.2637, 6.1405], [3.2599, -3.2227, 5.7311], [4.1338, -5.7419, 4.1062], [3.5190, -6.4962, 4.7999], [2.7637, -7.5046, 4.2909], [2.0559, -8.1733, 5.3511], [2.8502, -7.8696, 6.6147], [3.4095, -6.4800, 6.3115], [1.0399, -7.7746, 5.3938], [2.0074, -9.2367, 5.1297], [2.2498, -7.9196, 7.5205], [3.6704, -8.5817, 6.7156], [2.7201, -5.6862, 6.6029], [4.3813, -6.3113, 6.7648], [-1.7121, 5.9316, -0.8457], [-1.7862, 6.4278, 0.2381], [-0.9011, 6.1422, 1.2293], [-1.3014, 6.7959, 2.4487], [-2.1876, 7.9537, 2.0093], [-2.8381, 7.3928, 0.7457], [-1.8382, 6.0730, 3.0678], [-0.4135, 7.1269, 2.9823], [-2.8955, 8.2650, 2.7744], [-1.5699, 8.8151, 1.7529], [-3.7473, 6.8318, 0.9662], [-3.0439, 8.1593, 0.0048]],
  "forces_ev_per_a": [[-0.3, 0.2, 0.0], [0.5, 0.0, -0.2], [-1.1, -0.6, 0.0], [1.1, 0.2, 0.8], [-0.3, -0.5, -1.4], [0.2, 0.1, 1.0], [1.0, -0.4, -0.3], [-0.6, 0.5, 0.4], [0.2, 0.1, -0.3], [-0.1, -0.9, 0.8], [-0.8, 0.2, -0.1], [0.6, -0.2, -0.3], [-0.8, 0.1, 0.9], [0.2, -0.5, -1.0], [0.3, 0.1, 0.9], [-0.5, 0.7, -0.7], [0.0, -0.5, 0.2], [0.6, 0.6, 0.0], [-0.5, -0.3, 0.0], [-0.4, 0.8, 0.2], [-1.4, -0.5, -0.3], [1.7, -0.1, 0.1], [0.3, 0.1, 0.1], [0.6, -0.2, -0.3], [-0.5, 0.6, 0.5], [0.2, 0.3, -0.4], [0.6, -0.9, -1.2], [-0.5, -1.2, -0.3], [-0.1, 1.3, 0.9], [0.0, 0.1, 0.5], [0.0, 0.2, 0.0], [-0.1, 0.2, 0.1], [0.2, -0.3, 0.1], [0.2, 0.1, 0.1], [-0.1, 0.4, 0.0], [-0.1, -0.1, -0.2], [-0.5, 0.0, -0.3], [0.2, 0.2, 0.1], [0.0, 0.1, 0.3], [0.3, -0.2, -0.1], [-0.3, 0.1, -0.2], [-0.4, -0.2, 0.0], [-0.2, 0.1, 0.0], [0.2, -0.2, 0.1], [0.2, 0.2, -0.3], [-0.3, 0.0, 0.1], [0.4, -0.4, -0.1], [-0.1, 0.4, -0.5], [0.0, 0.3, -0.1], [0.3, 0.0, 0.0], [-0.1, -0.2, 0.2], [-0.3, -0.1, -0.2], [0.0, 0.2, 0.2], [0.3, 0.0, -0.1], [0.0, 0.2, -0.3], [-0.2, 0.1, 0.3], [0.6, 0.2, 0.0], [0.1, 0.3, 0.2], [0.0, -0.4, 0.2], [-0.5, 0.1, -0.1], [0.2, 0.2, 0.1], [-0.2, -0.3, 0.1], [-0.2, 0.0, -0.3], [0.2, -0.3, 0.0], [0.3, 0.2, -0.2], [-0.3, -0.3, 0.0], [0.1, 0.0, 0.4], [-0.4, 0.0, -0.1], [0.0, -0.1, -0.2], [0.1, -0.2, 0.4], [-0.2, 0.0, 0.0], [0.3, 0.0, -0.2], [0.0, -0.3, -0.3], [0.2, 0.4, 0.1], [0.0, 0.0, 0.0], [-0.1, 0.0, 0.1], [0.0, 0.1, 0.0], [-0.5, -0.3, 0.4], [0.0, 0.0, 0.0], [0.1, -0.1, -0.1], [0.0, 0.0, -0.1], [0.0, 0.0, 0.0], [0.1, 0.0, 0.0], [0.2, 0.3, -0.1], [0.0, 0.2, -0.1], [-0.1, -0.2, 0.2], [0.0, -0.1, 0.0], [0.2, 0.0, 0.1], [0.0, -0.1, 0.1], [0.4, 0.3, -0.2], [0.0, 0.0, 0.0], [-0.2, 0.1, -0.1], [0.0, 0.0, 0.0], [0.0, 0.0, 0.0], [-0.1, 0.0, 0.1], [-0.2, -0.1, 0.1], [0.0, -0.1, 0.3], [-0.2, 0.2, -0.2], [0.0, -0.1, -0.1], [0.0, 0.1, -0.1], [0.0, 0.0, -0.2], [0.4, 0.3, 0.1], [0.0, 0.0, 0.0], [0.0, -0.1, 0.2], [0.0, 0.0, 0.0], [0.0, 0.0, 0.0], [0.0, -0.1, 0.0], [-0.2, -0.1, -0.1], [0.0, 0.0, -0.3], [-0.1, 0.2, 0.3], [0.0, 0.0, 0.0], [0.0, -0.1, 0.2], [0.0, 0.1, 0.1], [-0.1, -0.6, -0.2], [0.0, 0.0, 0.0], [0.0, 0.0, -0.2], [-0.1, 0.0, 0.0], [0.0, 0.0, 0.0], [0.1, 0.0, 0.1], [0.0, 0.3, 0.0], [0.2, -0.1, 0.0], [-0.3, -0.1, -0.2], [-0.1, 0.3, 0.2], [0.0, 0.1, 0.1], [-0.1, 0.0, -0.1], [0.4, 0.3, 0.3], [0.0, 0.0, 0.0], [0.1, -0.1, -0.1], [0.0, -0.1, 0.0], [0.0, 0.0, 0.0], [0.0, 0.0, -0.1], [-0.1, -0.2, -0.1]]
}